The following is a quantum chemistry calculation of a structure of composition C47H109AsF7N2O30PS7 at a distorted geometry, from the OMol25 dataset.

Each line ends with the Mulliken charge.
CARTESIAN COORDINATES (ANGSTROEM)
C 6.598 -0.297 3.191  -1.5061
C 5.578 -0.948 4.081  0.5917
C 5.492 -0.263 5.448  -0.7208
O 4.428 -0.910 6.149  -0.1851
C 4.377 -0.572 7.508  -0.8851
N 4.243 -0.861 3.433  0.8731
H 3.530 -1.157 4.100  0.2610
H 4.062 0.095 3.034  0.0393
H 4.177 -1.382 2.525  -0.2856
H 6.441 0.778 3.103  0.2305
H 6.624 -0.727 2.188  0.2832
H 7.593 -0.467 3.614  0.5328
H 5.861 -1.994 4.206  0.3655
H 5.277 0.805 5.348  0.2025
H 6.382 -0.411 6.069  0.4671
H 3.524 -1.082 7.957  0.2766
H 4.257 0.481 7.778  0.3016
H 5.253 -0.940 8.056  0.3262
C 0.733 -0.165 1.749  0.5424
C 0.242 -0.778 0.437  0.9153
C -0.726 0.098 -0.329  -0.6217
O -1.112 -0.566 -1.518  1.1137
C -2.216 0.034 -2.161  0.8624
N 1.412 -1.189 -0.416  1.8748
H 2.060 -0.467 -0.816  -0.7770
H 2.119 -1.659 0.185  -0.2613
H 1.196 -1.759 -1.233  0.1282
H 0.004 -0.090 2.553  0.3805
H 1.063 0.861 1.573  -0.8407
H 1.632 -0.710 2.033  -0.2341
H -0.250 -1.740 0.598  0.5627
H -0.313 1.077 -0.594  -0.2921
H -1.595 0.166 0.337  -0.2223
H -3.159 -0.231 -1.673  -0.2818
H -2.218 -0.230 -3.216  -0.9163
H -2.195 1.127 -2.060  0.0547
P 4.189 0.095 0.501  -1.0258
O 3.831 -1.362 0.929  -1.0470
O 3.397 0.512 -0.793  -0.1102
O 5.700 0.234 0.173  -0.8056
O 3.751 0.974 1.738  -0.3195
As -0.319 -1.667 5.609  2.0870
F -0.541 -3.329 5.047  -0.5338
F 0.651 -2.301 6.929  -0.5222
F -0.244 0.006 6.176  -0.5241
F -1.263 -1.114 4.242  -0.3724
F -1.835 -1.847 6.529  -0.5469
F 1.148 -1.450 4.655  -0.5614
C -1.684 3.217 2.258  1.4009
C -1.723 3.783 3.693  -0.0861
C -3.138 4.355 3.810  -0.6456
O -3.350 4.904 2.519  -0.5724
C -2.726 4.110 1.529  0.9771
H -2.035 2.186 2.270  -0.1593
H -0.723 3.286 1.751  -1.0593
H -0.971 4.506 4.013  0.2279
H -1.590 2.963 4.406  0.0108
H -3.240 5.160 4.533  0.3532
H -3.866 3.542 3.914  0.2201
H -2.217 4.703 0.767  0.1437
H -3.465 3.509 0.990  -0.8214
C -3.969 -3.045 3.025  -0.2136
C -4.535 -2.263 1.851  -0.1990
C -3.337 -2.325 0.884  1.4061
O -2.849 -3.650 1.008  -0.4215
C -3.275 -4.186 2.267  -0.5926
H -4.674 -3.438 3.757  0.5091
H -3.222 -2.449 3.554  -0.2464
H -4.875 -1.258 2.088  0.1975
H -5.350 -2.834 1.392  0.2085
H -2.642 -1.584 1.306  -0.5182
H -3.470 -2.013 -0.151  -0.8491
H -2.388 -4.533 2.796  0.3153
H -4.032 -4.955 2.090  0.3127
C -4.302 4.160 -3.203  -0.1722
C -2.904 4.503 -2.695  0.1314
C -1.989 4.029 -3.852  -0.2718
O -2.850 3.319 -4.696  -0.5538
C -4.049 2.917 -4.073  0.3947
H -4.752 5.058 -3.631  0.2495
H -5.037 3.827 -2.456  -0.0919
H -2.715 4.006 -1.742  -0.4769
H -2.838 5.572 -2.488  0.5606
H -1.173 3.513 -3.336  0.0289
H -1.513 4.855 -4.381  0.3625
H -3.994 2.009 -3.465  -0.4491
H -4.806 2.835 -4.852  0.3422
O 0.088 3.914 -1.292  -0.4509
S 1.528 4.038 -1.259  1.3469
O 2.367 3.819 -2.406  -0.6971
O 1.852 5.552 -0.684  -0.4844
C 0.943 6.113 0.247  0.5847
C 1.807 6.983 1.183  -1.2726
C 2.112 3.077 0.149  0.7722
H 0.440 5.338 0.832  -0.3053
H 0.167 6.669 -0.287  0.2933
H 1.130 7.328 1.965  0.3843
H 2.292 7.754 0.588  0.3425
H 2.581 6.356 1.623  0.2448
H 1.857 2.034 -0.053  -1.3563
H 1.610 3.298 1.092  -0.3789
H 3.191 3.029 0.280  0.6850
O -5.510 0.108 -5.133  -0.5914
S -4.707 -1.083 -5.101  0.9102
O -3.394 -1.141 -5.642  -0.5188
O -4.707 -1.617 -3.580  0.4079
C -5.825 -1.384 -2.739  0.4447
C -6.107 -2.636 -1.911  -1.4426
C -5.749 -2.436 -5.772  -1.0415
H -6.724 -1.018 -3.236  0.5030
H -5.513 -0.603 -2.043  -0.7251
H -5.306 -3.077 -1.317  0.1751
H -6.396 -3.449 -2.586  0.4274
H -6.909 -2.487 -1.186  0.3503
H -6.665 -2.402 -5.187  0.3228
H -5.213 -3.350 -5.523  0.3137
H -5.882 -2.283 -6.838  0.4185
O 1.274 -2.688 -2.920  -0.5695
S 1.362 -3.954 -3.607  1.1555
O 2.199 -5.006 -3.077  -0.7208
O -0.156 -4.610 -3.714  -0.5033
C -1.156 -3.680 -4.087  1.0900
C -2.443 -4.367 -4.516  -1.2817
C 1.817 -3.714 -5.380  -0.3414
H -0.746 -3.034 -4.868  -0.1061
H -1.433 -3.068 -3.222  -0.4462
H -2.208 -5.230 -5.147  0.4457
H -2.967 -3.650 -5.146  0.0681
H -3.028 -4.732 -3.675  0.3485
H 2.874 -3.465 -5.437  0.1786
H 1.165 -2.902 -5.699  -0.0743
H 1.536 -4.661 -5.833  0.4292
O 4.774 -2.905 -4.797  -0.7891
S 5.556 -2.675 -3.625  1.5748
O 6.233 -3.792 -2.996  -0.8125
O 6.710 -1.624 -4.012  -0.3826
C 7.601 -1.197 -2.983  -0.1194
C 8.881 -2.010 -2.977  -1.2564
C 4.619 -1.684 -2.472  -0.8489
H 7.177 -1.215 -1.973  0.1973
H 7.847 -0.137 -3.056  0.4167
H 8.692 -3.043 -2.690  0.2479
H 9.603 -1.551 -2.298  0.4170
H 9.360 -1.990 -3.959  0.2850
H 3.609 -2.077 -2.412  -0.2889
H 4.677 -0.624 -2.706  0.5280
H 5.164 -1.786 -1.530  0.5164
O 0.694 -4.192 0.124  -0.4113
S 1.270 -4.971 1.194  1.2341
O 0.548 -6.086 1.751  -0.7290
O 2.723 -5.514 0.756  -0.5813
C 3.578 -4.661 -0.033  1.9530
C 4.723 -5.398 -0.653  -1.1919
C 1.696 -3.843 2.553  0.0495
H 3.857 -3.780 0.553  -0.3156
H 2.921 -4.265 -0.812  -0.6175
H 5.568 -5.579 0.012  0.3458
H 5.092 -4.898 -1.549  0.0707
H 4.433 -6.371 -1.061  0.3648
H 0.771 -3.335 2.813  -0.1719
H 2.501 -3.152 2.298  -0.3565
H 2.063 -4.480 3.355  0.6283
O 2.958 4.633 3.911  -0.5688
S 2.780 3.612 4.903  1.1097
O 3.912 3.092 5.645  -0.6088
O 1.612 4.197 5.924  -0.3809
C 1.477 3.482 7.167  0.0605
C -0.015 3.474 7.477  -1.0681
C 1.746 2.239 4.229  0.6730
H 2.059 3.942 7.964  0.3464
H 1.798 2.443 7.068  0.0775
H -0.300 4.468 7.836  0.3607
H -0.265 2.762 8.263  0.3639
H -0.637 3.311 6.600  0.1020
H 0.742 2.636 4.137  -0.2903
H 1.787 1.368 4.882  0.3374
H 2.262 1.966 3.300  -0.6333
O -6.973 -0.015 0.572  -0.7452
S -6.051 0.998 0.120  0.8587
O -4.641 0.693 0.125  0.0205
O -6.459 1.458 -1.371  0.0872
C -7.855 1.513 -1.664  -0.4634
C -8.020 2.092 -3.074  -0.9691
C -6.222 2.555 0.954  -1.2199
H -8.428 2.103 -0.945  0.4700
H -8.255 0.499 -1.614  0.3045
H -7.333 2.914 -3.269  0.1522
H -9.057 2.325 -3.307  0.4386
H -7.735 1.341 -3.816  0.1756
H -7.256 2.886 0.865  0.4835
H -5.544 3.287 0.525  0.1843
H -6.013 2.407 2.012  0.4394
F 4.103 0.063 -5.218  -0.3558
C 2.761 0.116 -5.242  -0.1079
C 2.110 0.251 -4.023  0.6574
C 0.744 0.350 -4.035  -0.1683
C 0.006 0.078 -5.184  -0.4523
C 0.655 -0.091 -6.418  -0.8747
C 2.057 -0.047 -6.410  -0.5613
H 2.582 0.368 -3.050  0.5264
H 0.252 0.526 -3.086  -0.0456
H -1.076 0.127 -5.144  0.3483
H 0.157 -0.246 -7.364  0.4428
H 2.611 0.000 -7.341  0.3756

Results
electronic energy	-279913.9558	eV
HOMO level	-2.4	eV
charge	-2
spin multiplicity	1

=====

The following is a quantum chemistry calculation of a cluster of 12 separate species, C47H111F3O25 in total at a distorted geometry, from the OMol25 dataset.

Each line ends with the Mulliken charge.
CARTESIAN COORDINATES (ANGSTROEM)
C -1.368 -17.704 -31.057  -0.6676
C -2.716 -17.207 -31.677  -0.7211
O -2.407 -15.799 -32.023  -0.3235
C -2.725 -14.903 -31.116  0.5010
O -3.269 -14.975 -30.062  -0.5247
C -2.443 -13.457 -31.674  0.8203
F -1.384 -13.341 -32.400  -0.2574
F -3.477 -13.235 -32.469  -0.2969
F -2.395 -12.523 -30.704  -0.2096
H -1.049 -16.972 -30.315  -0.0131
H -0.640 -17.726 -31.866  0.4074
H -1.338 -18.695 -30.625  0.4939
H -3.576 -17.198 -30.997  0.2952
H -3.002 -17.548 -32.662  0.3480
C -0.432 -18.060 -26.397  0.1660
O 0.732 -17.722 -27.185  -0.1526
C 0.918 -18.559 -28.200  0.6157
O 0.233 -19.464 -28.503  -0.5047
O 1.976 -18.107 -28.896  -0.3065
C 2.188 -18.845 -30.096  -0.5510
H -0.441 -19.136 -26.247  0.3839
H -1.328 -17.760 -26.945  -0.0920
H -0.328 -17.505 -25.472  -0.3535
H 1.271 -18.801 -30.686  0.1288
H 2.382 -19.894 -29.888  0.3563
H 3.048 -18.372 -30.605  0.1978
C -2.798 -14.527 -26.710  -0.7459
O -2.867 -14.991 -25.408  0.3029
C -1.916 -14.383 -24.557  0.6538
C -2.242 -14.802 -23.147  -0.7222
O -3.375 -14.144 -22.734  -0.3614
C -3.681 -14.423 -21.404  0.2214
H -3.088 -13.459 -26.754  0.0576
H -3.495 -15.101 -27.332  0.3628
H -1.762 -14.620 -27.094  0.0716
H -1.908 -13.286 -24.713  0.2524
H -0.891 -14.779 -24.721  -0.5622
H -1.417 -14.448 -22.513  0.1132
H -2.248 -15.906 -23.026  0.3364
H -4.108 -15.416 -21.297  0.3484
H -4.405 -13.661 -21.109  -0.3294
H -2.798 -14.354 -20.766  -0.2425
C -6.048 -19.617 -25.265  -0.8136
O -6.184 -18.204 -25.289  -0.1564
C -6.066 -17.606 -24.006  -0.9081
C -6.061 -16.103 -24.012  0.6300
O -7.302 -15.625 -24.404  -0.4451
C -7.428 -15.427 -25.779  -0.5877
H -6.732 -20.090 -24.541  0.3367
H -5.036 -19.951 -25.022  0.2906
H -6.279 -19.990 -26.255  0.2656
H -5.154 -17.951 -23.462  0.3574
H -6.910 -17.979 -23.392  0.4572
H -5.175 -15.631 -24.473  -0.0796
H -5.993 -15.886 -22.953  -0.0337
H -7.396 -16.353 -26.362  0.2264
H -6.634 -14.753 -26.154  0.2159
H -8.394 -14.925 -25.918  0.2813
C -0.817 -16.005 -19.741  -1.0040
O -0.415 -14.678 -19.730  0.7689
C 0.479 -14.304 -18.706  -0.8314
C 1.893 -14.488 -19.178  -0.6130
O 2.121 -15.898 -19.241  -0.3282
C 3.483 -16.248 -19.397  -0.7806
H -0.031 -16.644 -20.178  0.1827
H -1.721 -16.083 -20.351  0.1593
H -0.985 -16.385 -18.718  0.4392
H 0.204 -14.826 -17.776  0.5313
H 0.319 -13.227 -18.530  0.1724
H 2.598 -14.062 -18.437  0.5341
H 2.045 -14.005 -20.148  0.1391
H 3.893 -15.827 -20.334  0.2799
H 3.592 -17.346 -19.454  0.2472
H 4.072 -15.861 -18.554  0.3169
C -5.548 -11.351 -20.061  -0.8579
O -6.400 -12.238 -19.355  -0.0064
C -7.591 -12.482 -20.021  -0.6629
C -8.498 -13.201 -19.104  -0.3827
O -9.047 -12.310 -18.195  -0.3022
C -9.898 -12.961 -17.295  -0.7956
H -4.624 -11.285 -19.466  0.1111
H -5.981 -10.350 -20.069  0.4504
H -5.308 -11.719 -21.084  0.2794
H -7.450 -13.009 -20.963  0.3316
H -8.100 -11.510 -20.215  0.3044
H -7.933 -13.992 -18.560  0.1667
H -9.302 -13.692 -19.702  0.5000
H -10.787 -13.377 -17.837  0.3280
H -10.263 -12.182 -16.604  0.2551
H -9.410 -13.746 -16.684  0.3062
C -3.985 -8.880 -27.020  -0.7186
O -2.621 -8.750 -26.779  -0.3015
C -1.938 -8.581 -27.986  -1.0592
C -1.680 -9.862 -28.684  -0.4252
O -0.681 -10.641 -28.153  0.0507
C -1.105 -11.323 -26.983  -0.5451
H -4.521 -8.969 -26.054  0.2458
H -4.248 -9.774 -27.619  0.2905
H -4.338 -7.979 -27.560  0.3359
H -0.952 -8.129 -27.789  0.3158
H -2.486 -7.888 -28.628  0.4785
H -1.371 -9.637 -29.699  0.5000
H -2.602 -10.467 -28.732  0.2705
H -1.122 -10.671 -26.108  0.4707
H -0.402 -12.139 -26.762  -0.1249
H -2.116 -11.709 -27.183  0.3120
C -6.910 -11.816 -15.726  -0.6088
O -5.779 -12.137 -14.966  -0.3565
C -5.570 -13.519 -14.886  -0.6441
C -5.049 -14.081 -16.164  0.0919
O -3.727 -13.647 -16.364  -0.4105
C -3.251 -14.024 -17.620  -0.3951
H -6.800 -12.006 -16.820  0.1765
H -7.047 -10.714 -15.664  0.3047
H -7.800 -12.307 -15.310  0.2705
H -6.442 -14.142 -14.640  0.4145
H -4.842 -13.663 -14.064  0.2768
H -5.616 -13.912 -17.089  -0.0032
H -5.154 -15.184 -15.985  0.2339
H -3.376 -15.087 -17.854  0.4135
H -2.177 -13.788 -17.660  0.0979
H -3.745 -13.472 -18.424  0.0690
C 1.124 -15.216 -31.779  -1.1075
O 0.408 -15.281 -30.571  0.6676
C 1.037 -14.708 -29.454  -0.3447
C 0.931 -13.222 -29.432  2.2932
O 1.805 -12.547 -30.321  -0.5675
C 1.635 -11.147 -30.350  -0.4587
H 0.616 -15.840 -32.522  0.2777
H 2.166 -15.574 -31.638  0.3150
H 1.194 -14.187 -32.177  0.2045
H 2.100 -15.050 -29.399  0.3484
H 0.524 -15.132 -28.569  -0.5829
H 1.134 -12.900 -28.402  -1.0383
H -0.120 -12.929 -29.654  -0.4989
H 0.577 -10.885 -30.530  0.0611
H 2.257 -10.814 -31.169  0.3849
H 1.995 -10.673 -29.419  0.1611
C -3.879 -17.878 -27.517  -0.1590
O -3.354 -19.086 -27.115  -0.2537
C -3.192 -19.887 -28.256  0.4300
C -2.494 -21.194 -27.823  -0.4007
O -3.441 -21.998 -27.144  -0.3100
C -2.841 -23.119 -26.569  -0.7842
H -3.177 -17.341 -28.196  0.1226
H -3.987 -17.300 -26.589  -0.2634
H -4.840 -17.981 -28.047  0.4777
H -2.562 -19.375 -29.005  -0.6063
H -4.192 -20.111 -28.653  0.5141
H -1.672 -20.954 -27.115  0.0388
H -2.014 -21.754 -28.654  0.4554
H -2.481 -23.834 -27.321  0.2910
H -3.569 -23.623 -25.947  0.2538
H -2.010 -22.788 -25.926  0.3248
C 1.510 -15.640 -23.042  0.0921
O 1.876 -14.543 -23.854  -0.1875
C 2.091 -14.934 -25.184  0.3726
C 2.751 -13.792 -25.880  -1.0936
O 1.773 -12.752 -26.020  0.2782
C 2.312 -11.469 -26.329  -0.8600
H 1.088 -15.289 -22.098  -0.4365
H 2.335 -16.325 -22.850  0.5004
H 0.729 -16.248 -23.548  -0.1259
H 1.150 -15.238 -25.695  -0.5079
H 2.742 -15.798 -25.209  0.6120
H 3.109 -14.058 -26.873  0.2769
H 3.597 -13.495 -25.245  0.3458
H 1.468 -10.756 -26.237  0.0941
H 2.730 -11.461 -27.346  0.2184
H 3.119 -11.139 -25.643  0.4312
C -0.963 -9.032 -18.313  -0.7532
O -0.460 -9.851 -19.358  -0.3710
C -1.438 -10.359 -20.241  -0.3870
C -0.784 -11.188 -21.266  0.5952
O -0.027 -10.356 -22.101  -0.5394
C 0.649 -11.164 -23.071  -0.0349
H -1.656 -9.587 -17.678  0.2740
H -1.463 -8.125 -18.698  0.3139
H -0.097 -8.683 -17.697  0.2372
H -1.962 -9.565 -20.796  0.4701
H -2.205 -10.987 -19.763  -0.0272
H -1.519 -11.769 -21.862  -0.0013
H -0.072 -11.918 -20.818  -0.0932
H -0.093 -11.644 -23.761  -0.0789
H 1.257 -11.973 -22.659  0.1511
H 1.320 -10.482 -23.649  0.1897

Results
electronic energy	-109867.1194	eV
HOMO level	-9.2	eV
spin multiplicity	1
SMILES	CCOC(=O)C(F)(F)F.COC(=O)OC.COCCOC.COCCOC.COCCOC.COCCOC.COCCOC.COCCOC.COCCOC.COCCOC.COCCOC.COCCOC